No. 1
# C50H46CsN2O3PTe

A structure of composition C50H46CsN2O3PTe (ωB97M-V/def2-TZVPD, the OMol25 dataset).

Its molecular weight is 1014.41 g mol⁻¹. The calculation puts the HOMO-LUMO gap at 6.7 eV.

Positions of all 104 atoms, in Å:
Cs 2.231 -0.262 0.496
N 0.109 -1.103 4.275
C 0.090 -2.333 4.922
C -0.148 -2.407 6.294
C -0.227 -3.633 6.930
C -0.066 -4.808 6.210
C 0.168 -4.742 4.846
C 0.244 -3.520 4.183
P 0.539 -3.362 2.380
C 1.046 -5.068 1.948
C 2.400 -5.378 2.072
C 2.861 -6.656 1.797
C 1.972 -7.636 1.374
C 0.626 -7.332 1.233
C 0.162 -6.055 1.522
C -1.167 -3.276 1.717
C -2.311 -3.425 2.493
C -3.568 -3.308 1.914
C -3.693 -3.048 0.558
C -2.556 -2.898 -0.226
C -1.302 -3.002 0.355
H 0.284 -0.304 4.861
H 0.645 -1.103 3.418
H -0.278 -1.490 6.859
H -0.413 -3.669 7.996
H -0.123 -5.767 6.709
H 0.294 -5.658 4.283
H 3.094 -4.608 2.393
H 3.913 -6.886 1.903
H 2.331 -8.632 1.151
H -0.069 -8.092 0.900
H -0.891 -5.828 1.414
H -2.224 -3.624 3.554
H -4.453 -3.412 2.529
H -4.674 -2.945 0.112
H -2.647 -2.674 -1.281
H -0.414 -2.864 -0.254
C 1.198 4.969 -5.217
C 1.122 3.938 -4.118
C 1.823 2.757 -4.180
C 1.767 1.790 -3.163
C 2.545 0.553 -3.216
O 2.890 -0.070 -2.212
C 2.943 0.002 -4.557
C 4.178 -0.629 -4.677
C 4.572 -1.183 -5.884
C 3.720 -1.134 -6.979
C 2.476 -0.530 -6.861
C 2.092 0.043 -5.658
C 0.960 2.026 -1.992
O 0.831 1.173 -1.080
C 0.245 3.286 -1.931
C 0.324 4.169 -2.985
C -0.586 3.623 -0.743
N -0.266 3.213 0.420
C -1.093 3.518 1.579
C -2.375 2.698 1.703
Te -2.237 0.553 1.507
C -2.949 0.507 -0.480
C -2.067 0.294 -1.537
C -2.541 0.264 -2.842
C -3.894 0.447 -3.101
C -4.774 0.660 -2.049
C -4.303 0.684 -0.742
C -1.824 4.431 -1.025
C -2.867 3.828 -1.724
C -4.041 4.524 -1.973
C -4.177 5.837 -1.541
C -3.134 6.449 -0.861
C -1.964 5.748 -0.602
H 1.887 4.650 -5.999
H 1.543 5.934 -4.838
H 0.220 5.129 -5.677
H 2.464 2.578 -5.037
H 4.820 -0.675 -3.807
H 5.541 -1.657 -5.972
H 4.023 -1.572 -7.921
H 1.804 -0.504 -7.710
H 1.122 0.515 -5.563
H -0.238 5.098 -2.936
H -1.394 4.572 1.608
H -0.468 3.344 2.459
H -3.101 3.003 0.949
H -2.822 2.880 2.681
H -1.006 0.208 -1.344
H -1.847 0.113 -3.660
H -4.260 0.429 -4.120
H -5.830 0.804 -2.245
H -4.994 0.843 0.078
H -2.754 2.809 -2.074
H -4.846 4.037 -2.509
H -5.091 6.383 -1.738
H -3.228 7.476 -0.533
H -1.148 6.229 -0.075
C 2.852 1.822 4.783
C 3.876 1.451 3.738
C 5.043 2.385 3.575
O 3.740 0.459 3.054
H 3.256 2.493 5.539
H 2.461 0.919 5.249
H 2.025 2.331 4.280
H 5.590 2.454 4.517
H 4.673 3.386 3.343
H 5.707 2.044 2.785

Here are the Löwdin charges for atoms 1 to 6, given in e: 1.098, 0.101, -0.338, -0.042, -0.092, -0.097


No. 2
# C50H47Br6N9O6

A structure of composition C50H47Br6N9O6 at a distorted geometry (ωB97M-V/def2-TZVPD, the OMol25 dataset).

Its molecular weight is 1349.41 g mol⁻¹. The calculation puts the HOMO-LUMO gap at 8.5 eV.

Positions of all 118 atoms, in Å:
C -1.702 3.414 -5.005
Br -2.823 1.771 -4.731
Br -1.416 3.746 -6.904
Br 0.016 3.141 -4.045
H -2.262 4.279 -4.649
C -3.912 6.525 -1.877
Br -3.442 8.347 -1.187
Br -2.429 5.176 -1.424
Br -4.226 6.464 -3.840
H -4.790 6.158 -1.346
C 2.141 -0.874 -2.199
C 2.289 -2.180 -1.597
C 3.570 -2.743 -1.496
C 4.769 -2.016 -1.735
C 4.607 -0.696 -2.244
C 3.340 -0.203 -2.498
N 6.085 -2.583 -1.412
O 6.180 -3.809 -1.563
O 7.044 -1.844 -1.125
H 1.131 -0.534 -2.378
H 1.336 -2.598 -1.305
H 3.645 -3.713 -1.026
H 5.532 -0.220 -2.534
H 3.300 0.781 -2.941
C -0.532 -2.279 3.626
C -1.621 -3.092 3.603
C -1.528 -4.353 4.190
C -0.334 -4.804 4.662
C 0.854 -3.995 4.580
C 0.723 -2.666 4.057
N -0.214 -6.111 5.293
O 0.860 -6.508 5.670
O -1.220 -6.838 5.505
H -0.566 -1.324 3.123
H -2.557 -2.666 3.271
H -2.432 -4.921 4.355
H 1.796 -4.325 4.992
H 1.513 -1.931 4.021
C -0.454 -5.878 -3.197
C 0.093 -4.550 -3.285
C -0.769 -3.466 -3.530
C -2.115 -3.650 -3.743
C -2.654 -4.980 -3.631
C -1.845 -6.092 -3.331
N -3.018 -2.519 -4.064
O -4.198 -2.731 -4.041
O -2.505 -1.448 -4.201
H 0.247 -6.683 -3.032
H 1.159 -4.398 -3.205
H -0.348 -2.477 -3.629
H -3.697 -5.179 -3.830
H -2.223 -7.095 -3.199
N -0.512 -4.105 0.198
C 0.310 -4.846 1.030
C -0.075 -6.093 1.524
C -1.309 -6.554 1.082
C -2.141 -5.819 0.180
C -1.680 -4.599 -0.257
H 1.239 -4.406 1.359
H 0.500 -6.636 2.260
H -1.518 -7.548 1.449
H -3.010 -6.245 -0.300
H -2.317 -4.001 -0.892
N 2.506 3.702 -1.641
C 3.198 3.891 -2.766
C 4.604 3.601 -2.829
C 5.175 2.966 -1.705
C 4.463 2.754 -0.519
C 3.102 3.102 -0.585
H 2.717 4.344 -3.620
H 5.163 3.771 -3.737
H 6.156 2.515 -1.704
H 4.898 2.388 0.400
H 2.486 3.203 0.296
N 2.454 7.963 1.885
C 1.544 8.469 2.770
C 0.336 7.825 3.044
C 0.102 6.575 2.455
C 1.031 6.032 1.586
C 2.187 6.786 1.245
H 1.870 9.424 3.155
H -0.279 8.207 3.845
H -0.793 6.027 2.707
H 0.920 5.004 1.273
H 2.917 6.477 0.511
N 0.380 0.810 0.388
C -0.317 1.794 -0.256
C -1.321 1.580 -1.224
C -1.699 0.254 -1.496
C -1.132 -0.713 -0.677
C -0.111 -0.422 0.231
H -0.055 2.813 -0.011
H -1.779 2.355 -1.819
H -2.452 0.012 -2.231
H -1.403 -1.748 -0.825
H 0.424 -1.265 0.642
N -7.193 -1.098 1.340
C -5.884 -1.359 1.451
C -4.918 -0.633 0.812
C -5.228 0.461 0.014
C -6.586 0.743 -0.196
C -7.484 -0.069 0.502
H -5.525 -2.150 2.093
H -3.905 -0.825 1.132
H -4.474 1.029 -0.509
H -6.856 1.593 -0.806
H -8.551 0.091 0.470
N 4.027 2.554 2.757
C 2.951 1.810 2.653
C 1.711 2.220 3.207
C 1.684 3.450 3.871
C 2.824 4.206 3.917
C 3.965 3.766 3.309
H 3.027 0.933 2.028
H 0.764 1.702 3.166
H 0.787 3.781 4.374
H 2.762 5.113 4.500
H 4.926 4.208 3.528

Here are the Löwdin charges for atoms 1 to 6, given in e: -1.487, 0.563, 0.558, 0.582, -0.088, -1.416


No. 3
# C50H47CaN10O2P2S

A structure of composition C50H47CaN10O2P2S at a distorted geometry (ωB97M-V/def2-TZVPD, the OMol25 dataset).

Its molecular weight is 954.09 g mol⁻¹. The calculation puts the HOMO-LUMO gap at 6.7 eV. As for the net charge: +1.

Positions of all 113 atoms, in Å:
Ca 0.286 -0.130 -1.107
C -4.081 -2.198 -3.978
C -3.903 -1.975 -2.617
C -3.037 -0.982 -2.172
C -2.322 -0.199 -3.081
C -2.519 -0.418 -4.448
C -3.391 -1.404 -4.891
N -1.339 0.720 -2.625
C -1.591 2.015 -2.720
C -2.901 2.542 -3.058
C -3.164 3.872 -3.079
C -2.159 4.850 -2.802
C -0.909 4.421 -2.522
C -0.564 3.030 -2.468
N 0.759 2.823 -2.277
N 1.175 1.629 -2.109
C 2.576 1.491 -1.977
C 3.507 2.509 -2.172
C 4.838 2.217 -1.960
C 5.207 0.935 -1.559
C 4.210 -0.011 -1.411
N 2.918 0.244 -1.626
H -4.764 -2.964 -4.325
H -4.450 -2.570 -1.894
H -2.895 -0.801 -1.110
H -1.977 0.200 -5.155
H -3.537 -1.549 -5.957
H -3.694 1.832 -3.256
H -4.171 4.204 -3.313
H -2.393 5.908 -2.835
H -0.103 5.122 -2.336
H 3.170 3.488 -2.479
H 5.591 2.985 -2.102
H 6.243 0.679 -1.367
H 4.449 -1.018 -1.083
N -0.409 -3.138 -4.149
C 0.239 -2.325 -5.054
C 0.863 -1.374 -4.307
N 0.614 -1.595 -2.968
C -0.159 -2.656 -2.912
C -0.637 -3.214 -1.647
N -0.626 -2.544 -0.514
C -1.106 -3.420 0.437
C -1.407 -4.616 -0.134
N -1.107 -4.465 -1.471
H -1.044 -3.879 -4.389
H 0.177 -2.486 -6.118
H 1.462 -0.537 -4.636
H -1.191 -3.142 1.478
H -1.782 -5.540 0.274
H -1.145 -5.193 -2.162
O 1.515 0.523 0.694
P 1.224 0.690 2.159
C -0.106 1.913 2.379
P -1.621 1.430 1.498
O -1.299 0.638 0.257
C -2.557 2.920 1.196
C -3.711 2.784 0.418
C -4.500 3.889 0.151
C -4.148 5.132 0.666
C -3.003 5.275 1.438
C -2.203 4.170 1.702
C -2.611 0.455 2.622
C -2.945 -0.841 2.242
C -3.704 -1.633 3.095
C -4.127 -1.128 4.317
C -3.804 0.174 4.691
C -3.053 0.969 3.841
C 2.630 1.352 3.038
C 3.090 0.822 4.242
C 4.197 1.387 4.864
C 4.840 2.472 4.284
C 4.389 2.996 3.077
C 3.288 2.438 2.451
C 0.785 -0.842 2.958
C 1.336 -1.999 2.400
C 1.114 -3.227 3.007
C 0.347 -3.299 4.165
C -0.203 -2.148 4.720
C 0.020 -0.917 4.122
H 0.290 2.799 1.878
H -0.290 2.147 3.428
H -3.976 1.816 0.002
H -5.386 3.785 -0.463
H -4.768 5.996 0.460
H -2.725 6.247 1.827
H -1.306 4.299 2.298
H -2.599 -1.221 1.287
H -3.966 -2.642 2.804
H -4.721 -1.746 4.980
H -4.150 0.567 5.638
H -2.818 1.993 4.125
H 2.593 -0.031 4.691
H 4.559 0.976 5.799
H 5.703 2.910 4.772
H 4.902 3.835 2.621
H 2.953 2.824 1.493
H 1.914 -1.948 1.482
H 1.529 -4.124 2.559
H 0.174 -4.259 4.638
H -0.807 -2.210 5.617
H -0.411 -0.025 4.562
C 5.373 -4.098 0.404
N 5.074 -3.596 -0.930
C 3.851 -3.543 -1.488
N 3.845 -3.089 -2.767
S 2.415 -3.987 -0.739
H 6.000 -4.987 0.348
H 4.437 -4.358 0.885
H 5.882 -3.338 0.995
H 5.860 -3.375 -1.518
H 4.638 -2.579 -3.123
H 2.944 -2.805 -3.116

Here are the Löwdin charges for atoms 1 to 6, given in e: 1.314, -0.106, -0.087, -0.045, -0.314, -0.044


No. 4
# C50H47N11O14

A structure of composition C50H47N11O14 at a distorted geometry (ωB97M-V/def2-TZVPD, the OMol25 dataset).

Its molecular weight is 1025.99 g mol⁻¹. The calculation puts the HOMO-LUMO gap at 5.3 eV.

Positions of all 122 atoms, in Å:
C -12.872 -1.077 1.962
C -11.743 -1.984 1.584
N -10.838 -2.677 1.330
H -13.771 -1.213 1.360
H -12.455 -0.080 1.817
H -12.964 -1.259 3.033
C -9.853 -0.271 1.482
C -8.886 -1.343 1.741
N -8.093 -2.192 1.981
H -10.795 -0.379 2.019
H -10.058 -0.356 0.415
H -9.429 0.716 1.666
C -14.170 1.464 -1.270
C -13.156 0.832 -0.366
N -12.402 0.292 0.369
H -15.157 1.127 -0.953
H -13.958 0.992 -2.229
H -14.071 2.549 -1.258
C -10.284 2.263 3.915
C -11.055 1.311 3.162
N -11.683 0.573 2.511
H -9.287 2.426 3.505
H -10.388 1.999 4.968
H -10.808 3.214 3.826
C -15.736 -0.566 -1.043
C -15.729 -0.497 -2.396
C -14.590 -1.027 -3.068
C -13.618 -1.729 -2.329
C -13.750 -1.822 -0.960
C -14.739 -1.139 -0.295
N -12.480 -2.371 -3.071
O -11.628 -2.940 -2.420
O -12.546 -2.408 -4.305
H -16.591 -0.040 -0.644
H -16.378 0.202 -2.904
H -14.391 -0.901 -4.122
H -13.158 -2.352 -0.229
H -14.748 -1.178 0.784
C -11.294 -2.276 4.360
C -11.044 -0.887 4.418
C -10.207 -0.365 5.413
C -9.597 -1.241 6.302
C -9.956 -2.596 6.301
C -10.780 -3.104 5.321
N -8.645 -0.720 7.296
O -8.105 0.350 7.088
O -8.423 -1.497 8.296
H -11.855 -2.622 3.505
H -11.458 -0.182 3.712
H -9.947 0.682 5.369
H -9.573 -3.342 6.981
H -11.023 -4.155 5.264
C -15.904 0.486 2.677
C -14.751 -0.215 3.157
C -13.807 0.572 3.780
C -13.934 1.971 3.984
C -15.018 2.620 3.429
C -16.061 1.885 2.771
N -12.919 2.701 4.843
O -12.977 3.963 4.927
O -11.860 2.127 5.207
H -16.711 0.079 2.085
H -14.577 -1.270 3.004
H -12.954 0.061 4.201
H -15.083 3.686 3.589
H -16.915 2.393 2.348
C -12.442 -4.043 -0.538
C -11.494 -4.530 0.354
C -10.717 -5.640 0.060
C -10.946 -6.317 -1.180
C -11.896 -5.767 -2.110
C -12.680 -4.657 -1.785
N -10.136 -7.475 -1.521
O -10.581 -8.460 -2.172
O -8.936 -7.365 -1.172
H -12.922 -3.178 -0.105
H -11.398 -4.114 1.346
H -10.006 -5.981 0.798
H -12.072 -6.270 -3.049
H -13.432 -4.243 -2.439
C -8.359 -3.773 4.504
C -9.109 -3.266 3.438
C -10.147 -3.973 2.896
C -10.404 -5.269 3.343
C -9.654 -5.868 4.370
C -8.673 -5.032 5.003
N -11.577 -6.083 2.883
O -12.264 -5.547 1.967
O -11.747 -7.187 3.330
H -7.614 -3.190 5.026
H -8.918 -2.259 3.098
H -10.689 -3.629 2.028
H -9.682 -6.860 4.797
H -8.116 -5.440 5.834
C -9.537 -2.665 -0.174
C -10.129 -2.668 -1.435
C -9.814 -3.687 -2.350
C -8.866 -4.672 -2.016
C -8.236 -4.618 -0.814
C -8.535 -3.611 0.092
N -8.547 -5.758 -2.957
O -9.283 -5.963 -3.921
O -7.685 -6.590 -2.740
H -9.815 -1.941 0.578
H -10.902 -1.941 -1.637
H -10.260 -3.808 -3.326
H -7.406 -5.263 -0.567
H -7.944 -3.519 0.991
C -15.906 -6.745 1.909
C -14.556 -6.640 1.620
C -13.930 -5.416 1.501
C -14.620 -4.291 1.957
C -15.974 -4.359 2.327
C -16.633 -5.590 2.327
N -13.870 -3.023 2.117
O -12.880 -2.960 1.416
O -14.125 -2.158 2.970
H -16.397 -7.701 2.013
H -14.029 -7.560 1.416
H -12.935 -5.348 1.086
H -16.534 -3.525 2.724
H -17.686 -5.652 2.556

Here are the Löwdin charges for atoms 1 to 6, given in e: -0.214, -0.262, -0.022, 0.059, -0.090, 0.074


Short version: calculated total energy = -78850.2352, -498550.7785, -119463.9543, -97589.6556 eV, in the order given.
Short version: highest occupied orbital energy = -6.6, -9.4, -8.7, -7.9 eV, in the order given.